Entry from the Open Molecules 2025 dataset: a structure of composition C13H28GaN6O6S in a non-equilibrium geometry (ωB97M-V/def2-TZVPD).

Summary:
molar mass = 466.19 g/mol
energy above the lowest of the compared OMol25 structures with the same formula, charge and spin = 43.86 kcal per mole
HOMO level (spin up / spin down) = -10.476 / -10.482 eV
orbital gap (spin up / spin down) = 6.554 / 6.560 eV
largest force on an atom = 5.1 eV/Å

```
! wB97M-V def2-TZVPD RIJCOSX def2/J DEFGRID3
* xyz 1 1
O -4.043 -1.964 -0.526
H -4.966 -2.355 -0.464
Ga -1.014 -0.780 0.771
N -2.374 0.711 0.849
N -1.000 -0.177 -1.157
N -0.470 -0.845 2.564
N 0.329 -2.024 0.385
O -2.811 1.132 2.032
O -1.230 -0.154 3.445
O 0.839 -2.384 -0.766
O -0.056 -0.468 -2.031
C -1.856 0.843 -1.471
C -2.661 1.325 -0.356
C 0.588 -1.609 2.703
C 1.062 -2.211 1.501
C -3.611 2.482 -0.308
H -4.589 2.077 -0.032
H -3.625 2.917 -1.301
H -3.251 3.182 0.450
C -1.754 1.476 -2.827
H -1.885 0.678 -3.564
H -0.766 1.945 -2.920
H -2.556 2.227 -2.897
C 1.258 -1.432 3.986
C 2.388 -2.823 1.442
H 0.522 -1.378 4.790
H 1.831 -0.507 3.954
H 1.915 -2.264 4.126
H 2.600 -3.236 0.462
H 2.515 -3.644 2.160
H 3.196 -2.107 1.660
H -1.917 0.488 2.864
H 0.491 -1.560 -1.426
C -3.369 -2.925 -1.565
H -3.992 -2.921 -2.521
H -3.337 -3.672 -0.671
H -2.322 -2.830 -1.807
O -2.439 -1.989 1.371
H -3.305 -2.029 0.814
H -2.853 -1.625 2.180
S 1.221 1.080 1.334
C 2.239 1.534 0.020
N 3.009 0.661 -0.658
C 3.941 1.017 -1.721
C 4.313 2.488 -1.633
C 3.089 3.358 -1.427
N 2.296 2.833 -0.327
H 2.826 -0.318 -0.463
H 3.479 0.794 -2.693
H 4.829 0.386 -1.615
H 4.833 2.792 -2.545
H 5.005 2.633 -0.797
H 2.472 3.382 -2.337
H 3.366 4.384 -1.173
H 1.598 3.408 0.137
*
```

Entry from the Open Molecules 2025 dataset: a structure of composition C34H44FN3O4Ti (ωB97M-V/def2-TZVPD).

Summary:
molar mass = 625.61 g/mol
energy above the lowest of the compared OMol25 structures with the same formula, charge and spin = 0.00 kcal per mole
HOMO level (spin up / spin down) = -3.922 / -4.797 eV
<S²> = 0.7524
orbital gap (spin up / spin down) = 6.417 / 7.288 eV
largest force on an atom = 0.8 eV/Å

```
! wB97M-V def2-TZVPD RIJCOSX def2/J DEFGRID3
* xyz -1 2
Ti -1.159 0.131 -0.155
N -0.531 1.961 -1.304
C -1.723 2.842 -1.363
C -3.022 2.035 -1.304
O -3.994 2.404 -1.958
N -2.943 0.978 -0.475
C -4.069 0.060 -0.423
C -3.608 -1.295 0.123
O -4.410 -2.166 0.388
O -2.302 -1.416 0.253
H 0.279 2.470 -0.963
H -0.301 1.616 -2.234
H -1.743 3.468 -2.257
H -1.695 3.491 -0.483
H -4.496 -0.094 -1.420
H -4.884 0.425 0.210
C 3.280 -1.375 -3.805
C 2.638 -0.456 -2.762
C 3.292 0.925 -2.816
C 2.694 -1.093 -1.382
C 3.933 -1.344 -0.805
C 4.039 -1.998 0.414
C 2.892 -2.459 1.035
C 1.632 -2.241 0.483
C 0.412 -2.897 1.108
C 0.586 -4.417 1.148
C 0.083 -2.366 2.503
C 1.527 -1.493 -0.698
N 0.251 -1.137 -1.204
C -0.199 -1.926 -2.231
C 0.348 -3.149 -2.655
C -0.189 -3.857 -3.724
C -1.291 -3.390 -4.425
C -1.860 -2.178 -4.033
C -1.306 -1.508 -2.979
F -1.853 -0.300 -2.597
H 3.183 -0.944 -4.804
H 2.806 -2.355 -3.811
H 4.345 -1.511 -3.601
H 1.587 -0.338 -3.026
H 4.337 0.883 -2.501
H 2.783 1.642 -2.173
H 3.270 1.311 -3.837
H 4.833 -1.025 -1.320
H 5.011 -2.171 0.859
H 2.973 -3.013 1.964
H -0.444 -2.684 0.466
H 1.381 -4.715 1.837
H 0.829 -4.813 0.161
H -0.341 -4.885 1.483
H 0.939 -2.471 3.177
H -0.755 -2.926 2.924
H -0.206 -1.315 2.482
H 1.205 -3.543 -2.123
H 0.266 -4.799 -4.006
H -1.707 -3.948 -5.251
H -2.721 -1.753 -4.531
C 2.341 1.838 0.211
C 2.107 2.053 1.702
C 2.281 0.745 2.464
C 0.802 2.766 2.018
C 0.874 4.103 2.392
C -0.241 4.796 2.833
C -1.421 4.094 2.989
C -1.558 2.754 2.619
C -2.847 2.097 3.112
C -4.097 2.632 2.408
C -2.853 0.577 3.211
C -0.455 2.130 1.999
O -0.556 0.921 1.411
H 3.336 1.428 0.022
H 2.253 2.780 -0.339
H 1.626 1.118 -0.194
H 2.887 2.735 2.060
H 1.580 -0.012 2.121
H 2.127 0.892 3.535
H 3.290 0.356 2.308
H 1.843 4.592 2.364
H -0.174 5.839 3.114
H -2.276 4.579 3.448
H -2.908 2.457 4.147
H -4.097 2.368 1.356
H -4.160 3.719 2.485
H -4.994 2.210 2.868
H -2.854 0.085 2.245
H -3.753 0.261 3.743
H -1.985 0.209 3.762
*
```

Entry from the Open Molecules 2025 dataset: the molecule C6H9NS in a non-equilibrium geometry (ωB97M-V/def2-TZVPD).

Summary:
molar mass = 127.21 g/mol
energy above the lowest of the compared OMol25 structures with the same formula, charge and spin = 87.40 kcal per mole
HOMO level = -8.769 eV
orbital gap = 9.585 eV
largest force on an atom = 6.7 eV/Å

```
! wB97M-V def2-TZVPD RIJCOSX def2/J DEFGRID3
* xyz 0 1
C -1.697 -0.211 -1.605
C -0.684 -0.197 -0.757
C 0.740 0.454 -0.914
C 1.763 -0.324 -0.059
C 0.776 0.179 1.124
N 0.538 1.350 0.143
C -0.626 -0.506 0.706
S -1.876 0.332 1.744
H -1.442 -0.059 -2.708
H -2.750 -0.673 -1.357
H 0.869 0.912 -1.985
H 1.944 -1.414 -0.459
H 2.675 0.297 0.076
H 1.140 0.183 2.216
H 1.509 1.848 0.233
H -0.755 -1.634 0.828
H -2.123 -0.539 2.775
*
```

Entry from the Open Molecules 2025 dataset: a cluster of 7 separate species, C46H113N6O8 in total in a non-equilibrium geometry (ωB97M-V/def2-TZVPD).

Summary:
molar mass = 878.44 g/mol
HOMO level (spin up / spin down) = -9.303 / -15.576 eV
<S²> = 0.7511
orbital gap (spin up / spin down) = 2.420 / 8.630 eV
largest force on an atom = 4.6 eV/Å

```
! wB97M-V def2-TZVPD RIJCOSX def2/J DEFGRID3
* xyz 4 2
C 6.460 -2.039 2.038
N 5.109 -1.207 1.959
C 5.585 0.272 2.239
C 4.682 -1.021 0.500
C 4.014 -1.635 2.909
C 3.389 -2.932 2.437
O 2.868 -3.502 3.670
H 6.250 -3.108 2.000
H 6.962 -1.907 2.997
H 7.191 -1.802 1.266
H 6.203 0.730 1.466
H 6.255 0.373 3.092
H 4.683 0.817 2.518
H 4.003 -0.189 0.312
H 4.111 -1.893 0.180
H 5.667 -0.905 0.049
H 3.400 -0.737 2.982
H 4.296 -1.665 3.962
H 4.010 -3.726 2.022
H 2.408 -2.747 1.997
H 3.602 -3.592 4.282
C 3.950 -0.785 -5.349
C 4.127 -2.149 -4.461
C 2.778 -2.916 -4.193
N 2.863 -4.304 -3.423
C 2.795 -4.254 -1.876
C 4.086 -5.134 -3.788
C 3.669 -6.577 -3.631
C 2.208 -6.764 -4.068
C 1.658 -5.307 -3.861
H 3.614 -1.140 -6.323
H 4.902 -0.253 -5.374
H 3.185 -0.094 -4.995
H 4.762 -1.981 -3.591
H 4.847 -2.656 -5.103
H 2.207 -3.192 -5.079
H 2.037 -2.365 -3.612
H 3.728 -3.739 -1.646
H 2.787 -5.185 -1.309
H 1.869 -3.706 -1.705
H 4.913 -4.957 -3.101
H 4.341 -4.876 -4.816
H 3.746 -6.880 -2.587
H 4.373 -7.183 -4.201
H 1.614 -7.505 -3.533
H 2.128 -6.953 -5.138
H 0.915 -5.347 -3.065
H 1.221 -4.877 -4.763
C -1.430 -1.789 -5.683
C -0.774 -0.575 -5.028
N -1.743 0.657 -5.049
C -1.935 1.074 -6.555
C -3.166 0.259 -4.474
C -3.185 0.133 -2.847
C -1.150 1.800 -4.077
C -0.142 2.766 -4.835
O 1.226 2.254 -5.005
C 1.890 2.118 -3.804
H -1.782 -1.707 -6.711
H -2.132 -2.295 -5.020
H -0.670 -2.569 -5.651
H 0.187 -0.175 -5.350
H -0.699 -0.899 -3.990
H -0.949 1.215 -6.998
H -2.618 1.900 -6.751
H -2.531 0.308 -7.052
H -3.574 -0.614 -4.984
H -3.719 1.152 -4.763
H -3.180 1.124 -2.393
H -2.329 -0.417 -2.455
H -4.113 -0.343 -2.531
H -0.784 1.398 -3.132
H -2.014 2.399 -3.790
H -0.189 3.641 -4.187
H -0.430 3.125 -5.823
H 1.713 3.014 -3.209
H 2.966 1.989 -3.926
H 1.558 1.258 -3.222
C -2.608 0.344 5.819
C -1.244 0.606 6.380
N -0.649 2.012 6.108
C -1.821 2.971 6.668
C 0.562 2.154 7.065
C 1.366 3.462 7.222
C -0.334 2.347 4.549
C 0.926 1.568 3.970
O 0.725 0.214 4.169
C -0.109 -0.458 3.298
H -2.700 0.828 4.847
H -3.456 0.820 6.312
H -2.929 -0.695 5.743
H -0.551 -0.112 5.941
H -1.295 0.566 7.468
H -2.071 2.673 7.686
H -2.587 2.870 5.899
H -1.495 4.010 6.646
H 1.374 1.500 6.745
H 0.334 2.114 8.130
H 2.122 3.515 8.005
H 0.659 4.271 7.404
H 1.934 3.620 6.305
H -0.074 3.405 4.560
H -1.304 2.118 4.107
H 1.848 1.978 4.383
H 1.161 1.779 2.927
H 0.133 -1.521 3.312
H -0.026 -0.158 2.253
H -1.131 -0.571 3.658
C -2.471 8.807 -1.442
C -2.019 7.532 -0.704
N -2.929 7.144 0.467
C -2.882 8.400 1.438
C -4.424 6.842 -0.006
C -5.429 6.278 1.075
C -2.294 5.919 1.333
C -2.050 4.632 0.593
O -0.872 4.937 -0.135
C -0.297 3.840 -0.869
H -1.676 9.114 -2.121
H -2.628 9.670 -0.794
H -3.298 8.627 -2.129
H -1.016 7.517 -0.276
H -2.004 6.629 -1.314
H -1.870 8.683 1.728
H -3.383 8.087 2.354
H -3.586 9.152 1.084
H -4.343 6.079 -0.781
H -4.750 7.778 -0.458
H -6.356 5.976 0.587
H -5.848 6.938 1.835
H -5.106 5.367 1.579
H -3.049 5.741 2.098
H -1.386 6.435 1.646
H -2.918 4.333 0.005
H -1.721 3.839 1.264
H -0.568 3.886 -1.924
H -0.578 2.805 -0.674
H 0.789 3.921 -0.836
C -2.828 -4.878 -1.583
C -1.563 -4.826 -0.736
N -1.697 -4.900 0.809
C -2.358 -6.215 1.255
C -0.276 -4.893 1.505
C -0.096 -4.892 3.035
C -2.691 -3.844 1.334
C -2.283 -2.320 1.110
O -3.034 -1.486 2.040
C -3.720 -0.406 1.567
H -3.230 -5.885 -1.472
H -2.491 -4.528 -2.558
H -3.511 -4.177 -1.102
H -1.142 -3.834 -0.899
H -0.745 -5.484 -1.029
H -1.645 -6.986 0.963
H -3.212 -6.444 0.617
H -2.554 -6.368 2.317
H 0.136 -3.960 1.122
H 0.374 -5.641 1.051
H -0.715 -4.130 3.509
H 0.923 -4.776 3.405
H -0.611 -5.756 3.457
H -2.742 -3.956 2.417
H -3.724 -3.948 1.003
H -2.451 -2.000 0.082
H -1.234 -2.154 1.354
H -4.471 -0.065 2.279
H -4.205 -0.614 0.613
H -3.119 0.458 1.285
O 0.904 0.414 -0.601
C 0.795 -0.917 -0.560
O 1.111 -1.510 0.446
O 0.289 -1.520 -1.502
H 1.246 0.597 0.276
*
```

Entry from the Open Molecules 2025 dataset: a structure of composition C11H24F8FeN2O11S4 in a non-equilibrium geometry (ωB97M-V/def2-TZVPD).

Summary:
molar mass = 696.41 g/mol
HOMO level (spin up / spin down) = -14.389 / -14.303 eV
<S²> = 8.7593
orbital gap (spin up / spin down) = 10.455 / 6.466 eV
largest force on an atom = 10.7 eV/Å

```
! wB97M-V def2-TZVPD RIJCOSX def2/J DEFGRID3
* xyz 1 6
Fe 0.089 -0.283 -0.470
N 0.821 -0.811 -2.202
S 1.258 -2.041 -3.051
O 2.616 -2.546 -2.925
O 0.540 -2.402 -4.286
F 0.498 -2.968 -1.943
S 1.170 0.356 -3.422
O -0.008 1.020 -3.941
O 2.342 0.264 -4.291
F 1.672 1.426 -2.337
C 0.092 -3.981 1.847
F -1.005 -3.754 2.569
F 0.813 -4.883 2.471
F -0.248 -4.479 0.611
S 1.136 -2.323 1.714
O 1.947 -2.173 2.953
O 1.905 -2.384 0.448
N -0.100 -1.046 1.379
S -0.409 -0.461 2.802
O -0.378 -1.387 3.940
O 0.276 0.806 3.129
C -2.283 0.124 2.728
F -2.464 0.971 1.702
F -3.133 -0.899 2.604
F -2.505 0.863 3.811
C -0.904 4.027 -1.565
C -0.262 3.180 -0.450
C -0.461 3.682 0.947
O -0.767 1.848 -0.452
H -1.982 4.190 -1.548
H -0.724 3.575 -2.540
H -0.405 4.995 -1.605
H 0.809 3.172 -0.649
H 0.091 3.061 1.652
H -1.519 3.585 1.190
H -0.175 4.719 1.125
H -1.717 1.899 -0.323
C 3.567 0.687 2.010
C 2.678 1.490 1.000
C 3.507 2.453 0.189
O 1.999 0.603 0.162
H 4.226 1.377 2.537
H 4.146 -0.079 1.494
H 2.939 0.266 2.796
H 1.919 2.009 1.586
H 3.722 3.386 0.710
H 3.011 2.717 -0.745
H 4.406 1.989 -0.216
H 2.704 0.142 -0.297
C -3.516 -2.502 0.075
C -2.390 -2.177 -0.952
C -2.915 -2.343 -2.327
O -1.924 -0.842 -0.856
H -3.987 -3.457 -0.160
H -4.246 -1.694 0.086
H -3.009 -2.551 1.039
H -1.551 -2.863 -0.829
H -2.197 -2.037 -3.088
H -3.858 -1.815 -2.471
H -3.137 -3.396 -2.499
H -2.719 -0.305 -0.865
*
```

Entry from the Open Molecules 2025 dataset: a structure of composition C12H33KNO12P in a non-equilibrium geometry (ωB97M-V/def2-TZVPD).

Summary:
molar mass = 453.46 g/mol
energy above the lowest of the compared OMol25 structures with the same formula, charge and spin = 2.91 kcal per mole
HOMO level = 0.541 eV
orbital gap = 2.852 eV
largest force on an atom = 2.7 eV/Å

```
! wB97M-V def2-TZVPD RIJCOSX def2/J DEFGRID3
* xyz -2 1
K -0.984 -0.543 -0.674
P -1.665 0.819 -3.666
O -2.614 1.650 -4.567
O -0.342 0.373 -4.418
O -2.356 -0.492 -3.199
O -1.287 1.697 -2.402
C 1.072 3.999 -1.833
C 0.925 3.319 -0.464
O 0.584 1.912 -0.625
O -0.143 4.301 -2.465
H 1.730 3.484 -2.543
H 1.639 4.922 -1.626
H 0.063 3.761 0.053
H 1.785 3.281 0.210
H -0.105 1.904 -1.351
H -0.644 3.435 -2.595
C -2.843 -3.330 0.962
C -3.823 -4.475 0.688
O -3.154 -5.676 0.336
O -1.915 -3.191 -0.121
H -2.296 -3.549 1.880
H -3.341 -2.356 0.982
H -4.497 -4.219 -0.138
H -4.445 -4.648 1.572
H -3.543 -6.385 0.849
H -2.525 -3.246 -0.873
C 2.082 -1.221 -3.052
C 2.711 0.163 -3.105
O 2.248 1.014 -4.147
O 0.785 -1.112 -2.512
H 2.679 -1.887 -2.419
H 2.148 -1.633 -4.066
H 3.792 0.137 -3.294
H 2.480 0.680 -2.165
H 1.244 0.936 -4.194
H 0.230 -0.655 -3.205
C 3.764 -2.054 0.954
O 3.187 -1.321 2.037
C 2.499 -0.193 1.535
C 1.330 0.276 2.406
N 0.203 -0.583 2.043
C -1.003 -0.323 2.860
C -1.520 1.103 2.803
O -0.839 1.997 3.678
C -1.645 3.099 4.064
H 2.942 -2.439 0.345
H 4.415 -2.795 1.412
H 4.343 -1.446 0.251
H 2.217 -0.227 0.478
H 3.199 0.655 1.470
H 1.133 1.317 2.158
H 1.577 0.153 3.469
H 0.519 -1.487 2.384
H -0.717 -0.643 3.871
H -1.791 -1.003 2.529
H -2.564 1.078 3.132
H -1.429 1.493 1.784
H -2.603 2.717 4.425
H -1.829 3.835 3.276
H -1.063 3.619 4.824
*
```

Entry from the Open Molecules 2025 dataset: the ion C4H9N2 with charge +1 in a non-equilibrium geometry (ωB97M-V/def2-TZVPD).

Summary:
molar mass = 85.13 g/mol
energy above the lowest of the compared OMol25 structures with the same formula, charge and spin = 126.31 kcal per mole
HOMO level = -15.366 eV
orbital gap = 12.150 eV
largest force on an atom = 3.5 eV/Å

```
! wB97M-V def2-TZVPD RIJCOSX def2/J DEFGRID3
* xyz 1 1
C -0.933 1.542 0.865
N -0.580 0.776 -0.247
C -0.904 -0.603 -0.329
C -0.134 -1.075 0.868
N 0.487 -0.138 -0.135
C 1.444 -0.522 -1.216
H -0.054 2.113 1.117
H -1.629 2.277 0.402
H -1.413 0.956 1.673
H -1.327 -1.147 -1.279
H -0.120 -0.466 1.772
H 0.118 -2.182 0.884
H 2.445 -0.588 -0.702
H 1.142 -1.373 -1.862
H 1.458 0.429 -1.811
*
```

Entry from the Open Molecules 2025 dataset: a cluster of 2 separate species, C6H8ClFN3 in total in a non-equilibrium geometry (ωB97M-V/def2-TZVPD).

Summary:
molar mass = 176.60 g/mol
energy above the lowest of the compared OMol25 structures with the same formula, charge and spin = 0.00 kcal per mole
HOMO level = -11.438 eV
orbital gap = 7.035 eV
largest force on an atom = 3.2 eV/Å

```
! wB97M-V def2-TZVPD RIJCOSX def2/J DEFGRID3
* xyz 1 1
C -4.575 0.606 -0.327
C 1.968 -1.320 -0.573
C 3.004 0.586 0.206
C -2.257 0.608 0.433
C 3.902 -0.201 -0.563
C 1.769 -0.161 0.137
N -3.439 0.981 0.092
N 3.193 -1.229 -1.101
N -1.931 0.486 1.652
F 0.640 0.401 0.745
Cl -5.252 -0.954 -0.442
H -4.978 1.268 -1.091
H 1.413 -2.132 -1.015
H 3.205 1.527 0.755
H -1.455 0.611 -0.302
H 4.813 0.028 -1.062
H 3.510 -1.980 -1.775
H -2.616 0.358 2.430
H -0.913 0.519 1.802
*
```